C5H3N5O2 in the gas phase at a distorted geometry, computed with ωB97M-V/def2-TZVPD.

```
15
Properties=species:S:1:pos:R:3
C -1.15 1.76 0.41
C 2.05 -0.06 0.92
C -2.10 0.00 -0.98
C -1.31 0.43 -0.02
C -0.42 -0.75 0.48
N -0.96 2.89 0.63
N 3.09 0.06 0.19
N 2.71 -0.12 -1.06
N 1.49 -0.51 -1.14
N 1.04 -0.47 0.12
O -1.96 -1.35 -1.17
O -0.90 -1.80 -0.28
H 1.89 0.28 1.87
H -2.81 0.49 -1.48
H -0.66 -0.85 1.51
```

The molar mass is 165.112 g mol⁻¹. As for the LUMO energy: -0.09 eV.